{"formula": "C26H33N3OS2", "method": "ωB97M-V/def2-TZVPD", "e_tot_ha": -2046.367473, "total_charge": 0, "orbital_gap_ha": 0.1366, "spin_multiplicity": 1, "species": ["C", "N", "C", "C", "S", "S", "H", "H", "H", "H", "H", "H", "C", "N", "C", "O", "C", "C", "C", "C", "C", "C", "C", "C", "N", "C", "C", "C", "C", "C", "C", "C", "C", "C", "C", "C", "C", "C", "H", "H", "H", "H", "H", "H", "H", "H", "H", "H", "H", "H", "H", "H", "H", "H", "H", "H", "H", "H", "H", "H", "H", "H", "H", "H", "H"], "coordinates": [[-1.699676, 0.935097, 1.965196], [-0.845427, -0.233432, 2.020012], [-1.562527, -1.492801, 2.033876], [0.513500, -0.142661, 2.251662], [1.248250, 1.370101, 2.204947], [1.366822, -1.554456, 2.625435], [-1.105734, 1.854438, 2.012850], [-2.273395, 0.923628, 1.028934], [-2.417007, 0.922956, 2.798706], [-0.868800, -2.338568, 2.017566], [-2.200227, -1.564343, 2.926113], [-2.216199, -1.538907, 1.153479], [7.686203, 0.132297, 9.619028], [6.913437, -0.493276, 8.572893], [7.426826, -1.507109, 7.816799], [8.570537, -1.950262, 7.901565], [6.328783, -1.956807, 6.856773], [5.896093, -3.407549, 7.075751], [7.034659, -4.381783, 6.867426], [7.486728, -5.165175, 7.934035], [8.575682, -6.019746, 7.756612], [9.199365, -6.113373, 6.506614], [8.738967, -5.334997, 5.438711], [7.654051, -4.470794, 5.616038], [5.261548, -0.988639, 7.125402], [4.112618, -0.994852, 6.429193], [3.068605, -0.108794, 6.669025], [1.876230, -0.052179, 5.957746], [0.798300, 0.850307, 6.260903], [-0.439797, 0.793138, 5.564209], [-1.472027, 1.686925, 5.811452], [-1.330719, 2.678918, 6.795207], [-2.436612, 3.649083, 7.071409], [-0.139321, 2.734969, 7.525080], [0.900663, 1.849223, 7.275142], [5.571666, -0.051698, 8.223184], [4.643580, -0.216526, 9.439752], [5.611150, 1.417702, 7.773104], [8.638854, -0.394331, 9.719156], [7.872031, 1.187618, 9.382021], [7.138441, 0.087452, 10.568368], [6.697801, -1.831891, 5.821547], [5.489802, -3.507801, 8.097457], [5.082830, -3.610359, 6.360737], [6.991475, -5.069356, 8.904635], [8.942161, -6.601846, 8.603324], [10.044036, -6.791104, 6.368924], [9.233599, -5.386315, 4.466770], [7.294072, -3.846576, 4.792175], [4.032130, -1.750759, 5.638740], [3.196163, 0.590960, 7.487381], [1.763856, -0.726518, 5.099905], [-0.554317, 0.017395, 4.799734], [-2.405759, 1.620134, 5.251918], [-2.150932, 4.333698, 7.875148], [-2.684254, 4.254503, 6.190789], [-3.357490, 3.139074, 7.378967], [-0.035367, 3.489165, 8.307431], [1.812693, 1.919749, 7.865942], [4.710232, -1.243361, 9.824347], [4.953626, 0.486667, 10.224527], [3.599547, -0.011370, 9.195803], [6.372940, 1.541160, 6.992656], [4.652947, 1.753281, 7.373712], [5.864198, 2.052196, 8.632646]], "forces_ev_per_a": [[-0.090, 0.120, -0.306], [0.474, 0.005, 0.292], [-0.088, -0.070, -0.185], [-0.873, 0.213, 0.055], [0.411, 0.490, 0.167], [0.480, -0.703, 0.328], [-0.135, -0.412, -0.028], [0.003, 0.063, 0.127], [0.018, -0.059, -0.046], [-0.185, 0.360, 0.023], [0.042, -0.046, -0.012], [0.028, -0.006, 0.099], [-0.085, 0.373, 0.251], [0.309, -0.479, -0.200], [1.205, -0.125, 0.179], [-1.694, 0.473, -0.157], [0.630, 0.146, -0.347], [-0.240, -0.140, 0.112], [0.029, -0.093, -0.018], [0.143, 0.165, -0.339], [-0.056, 0.041, -0.158], [-0.219, 0.170, 0.117], [-0.129, 0.084, 0.108], [0.203, -0.228, 0.299], [-1.494, -0.167, -0.895], [0.921, -0.016, 0.327], [-0.929, 0.629, 0.138], [0.678, -0.361, 0.003], [-0.763, 0.914, 0.604], [0.498, -0.399, -0.407], [0.270, 0.011, 0.351], [0.049, -0.421, -0.339], [-0.197, 0.296, 0.166], [0.367, -0.190, 0.056], [-0.101, -0.339, -0.374], [0.119, 0.375, 0.606], [-0.017, -0.266, 0.037], [0.173, -0.038, -0.238], [-0.251, 0.069, -0.118], [0.097, -0.215, 0.065], [0.207, -0.033, -0.119], [-0.140, -0.011, 0.428], [0.089, 0.010, -0.367], [0.151, -0.072, 0.266], [0.238, -0.107, -0.280], [-0.092, 0.097, -0.287], [-0.248, 0.247, 0.035], [-0.163, -0.039, 0.300], [0.172, -0.288, 0.193], [0.036, 0.326, 0.207], [-0.136, -0.270, -0.347], [-0.208, 0.095, -0.044], [0.048, 0.299, 0.150], [0.298, -0.024, 0.085], [-0.083, -0.067, -0.112], [0.113, -0.182, 0.089], [0.183, 0.005, -0.084], [0.030, -0.208, -0.227], [-0.236, 0.128, -0.102], [-0.004, 0.265, -0.058], [-0.099, -0.245, -0.211], [0.211, -0.032, 0.144], [-0.172, 0.032, 0.181], [0.242, 0.029, 0.077], [-0.039, -0.177, -0.259]], "lowdin_charge": [-0.13, -0.33, -0.13, -1.37, 0.43, 0.41, 0.01, 0.08, 0.07, 0.01, 0.08, 0.08, -0.01, -0.04, -0.37, 0.09, -0.16, -0.08, -0.24, -0.04, -0.08, -0.08, -0.07, -0.04, 0.04, 0.03, -0.06, 0.06, -0.19, 0.01, -0.01, -0.25, -0.05, -0.03, 0.00, -0.46, 0.01, 0.01, 0.10, 0.10, 0.09, 0.17, 0.13, 0.13, 0.11, 0.10, 0.10, 0.11, 0.12, 0.16, 0.05, 0.05, 0.11, 0.12, 0.08, 0.09, 0.09, 0.11, 0.10, 0.10, 0.09, 0.07, 0.11, 0.08, 0.09]}

{"formula": "C26H33N4O3PtSTe", "method": "ωB97M-V/def2-TZVPD", "e_tot_ha": -2240.722750, "total_charge": 0, "orbital_gap_ha": [0.2386, 0.2277], "spin_multiplicity": 4, "species": ["Pt", "N", "N", "C", "O", "O", "H", "H", "H", "S", "C", "N", "C", "C", "C", "C", "H", "H", "H", "H", "H", "C", "C", "O", "N", "Te", "C", "C", "C", "C", "C", "C", "C", "C", "C", "C", "C", "C", "C", "C", "C", "C", "C", "C", "H", "H", "H", "H", "H", "H", "H", "H", "H", "H", "H", "H", "H", "H", "H", "H", "H", "H", "H", "H", "H", "H", "H", "H", "H"], "coordinates": [[1.681492, -0.011146, 1.502420], [0.992735, -1.876973, 3.012198], [2.128866, -2.661545, 3.150602], [3.278833, -2.409939, 2.387050], [4.165908, -3.245799, 2.406454], [3.304368, -1.265988, 1.759738], [0.708200, -1.496768, 3.902332], [0.227677, -2.368405, 2.570717], [2.042892, -3.597296, 3.503326], [3.257928, 1.908375, 0.760003], [3.698730, 2.242222, 2.371126], [4.156968, 1.226872, 3.149771], [4.559698, 1.374984, 4.427583], [4.559305, 2.602439, 5.011737], [4.099754, 3.695602, 4.255701], [3.674653, 3.520299, 2.967016], [4.126527, 0.296718, 2.727615], [4.872415, 0.474831, 4.937145], [4.893511, 2.722372, 6.032033], [4.069368, 4.681274, 4.704333], [3.288286, 4.339923, 2.378913], [-1.005413, 3.222107, 2.166900], [-0.076840, 2.077001, 2.489424], [0.411464, 1.966004, 3.605896], [0.174768, 1.180306, 1.466045], [-0.423120, 1.102807, -0.820223], [-1.603118, 0.970559, -2.667235], [-2.937530, 0.543062, -2.748531], [-3.736832, 0.099986, -1.551121], [-3.568874, 0.531707, -3.992561], [-2.924551, 0.947974, -5.147981], [-3.614242, 0.918421, -6.487939], [-1.618650, 1.410577, -5.037756], [-0.951372, 1.444434, -3.818633], [0.461524, 1.991262, -3.777404], [-0.691374, -0.968061, -0.389918], [-1.517706, -1.427297, 0.642861], [-2.320135, -0.553434, 1.579319], [-1.613601, -2.806104, 0.852320], [-0.915286, -3.724130, 0.087619], [-1.029064, -5.206901, 0.335332], [-0.096563, -3.239397, -0.927533], [0.028316, -1.882772, -1.185149], [0.936336, -1.438501, -2.306198], [-1.058151, 3.904616, 3.011861], [-2.003711, 2.835819, 1.947112], [-0.648739, 3.753475, 1.280781], [-3.596345, 0.787561, -0.719148], [-3.430400, -0.893462, -1.221949], [-4.800470, 0.064862, -1.790266], [-4.600748, 0.194159, -4.053227], [-4.637809, 0.555407, -6.398054], [-3.082058, 0.264222, -7.180930], [-3.640997, 1.914457, -6.933997], [-1.104266, 1.765247, -5.928562], [0.758331, 2.347852, -4.763444], [1.180454, 1.231655, -3.461672], [0.546079, 2.827906, -3.080856], [-2.241527, 0.499471, 1.334866], [-1.964926, -0.674310, 2.606725], [-3.372846, -0.839669, 1.551956], [-2.265762, -3.161771, 1.647611], [-1.683442, -5.419653, 1.179962], [-0.049127, -5.640960, 0.539385], [-1.433137, -5.711428, -0.544323], [0.468075, -3.942395, -1.533923], [1.419653, -2.296806, -2.772432], [1.715448, -0.772182, -1.928790], [0.370169, -0.905737, -3.074037]], "forces_ev_per_a": [[-0.491, 0.463, 0.205], [-0.031, 0.065, -0.146], [0.334, 0.090, -0.070], [-0.036, -0.163, 0.066], [-0.147, 0.342, -0.039], [0.267, -0.125, 0.092], [-0.091, 0.182, 0.088], [-0.136, -0.109, -0.153], [-0.023, -0.161, -0.004], [-0.105, -0.011, 0.049], [0.214, -0.076, -0.194], [-0.074, 0.079, 0.049], [0.026, -0.083, 0.062], [0.031, 0.077, 0.129], [-0.042, 0.016, -0.061], [-0.060, 0.056, 0.046], [0.042, -0.174, -0.062], [0.004, -0.016, -0.057], [-0.026, -0.033, -0.043], [0.002, -0.031, -0.034], [0.051, -0.008, -0.002], [0.000, 0.038, -0.145], [-0.249, 0.183, -0.013], [0.070, -0.209, -0.267], [0.676, -0.329, 0.792], [-0.316, -0.355, -0.396], [-0.166, 0.204, 0.184], [0.093, 0.023, -0.053], [0.116, 0.015, -0.079], [0.027, -0.025, -0.008], [-0.014, -0.005, -0.024], [0.044, 0.008, 0.088], [0.058, 0.028, -0.068], [0.113, -0.012, 0.017], [-0.147, -0.033, -0.079], [-0.061, -0.023, 0.031], [0.027, 0.054, -0.057], [0.097, -0.056, -0.118], [-0.037, 0.002, 0.081], [0.031, -0.089, 0.024], [0.004, 0.122, -0.056], [0.026, -0.056, -0.013], [-0.026, 0.093, -0.055], [-0.095, -0.036, 0.134], [0.010, -0.044, -0.010], [0.024, 0.039, -0.045], [-0.074, -0.026, 0.031], [0.014, 0.024, 0.119], [0.025, -0.029, 0.047], [0.054, 0.010, 0.005], [0.080, 0.020, 0.009], [0.018, 0.016, -0.002], [-0.012, 0.004, -0.001], [-0.012, -0.020, 0.002], [-0.036, -0.030, 0.078], [-0.019, -0.009, 0.007], [-0.020, 0.054, -0.001], [0.032, -0.011, -0.039], [-0.050, 0.054, -0.055], [-0.013, 0.016, -0.037], [-0.002, -0.029, 0.018], [0.024, 0.010, -0.054], [0.004, 0.001, -0.003], [-0.003, -0.011, 0.005], [0.003, -0.014, 0.025], [-0.033, 0.053, 0.033], [-0.026, 0.015, 0.031], [0.002, 0.006, -0.007], [0.031, -0.019, 0.007]], "lowdin_charge": [0.92, -0.02, -0.02, -0.71, 0.04, -0.28, 0.10, 0.07, 0.13, 0.61, -0.73, 0.06, -0.05, -0.06, -0.04, -0.08, 0.10, 0.14, 0.11, 0.11, 0.11, -0.03, -0.67, 0.02, -0.39, 1.60, -0.36, -0.28, -0.05, -0.02, -0.27, -0.05, -0.02, -0.32, -0.10, -0.40, -0.33, -0.07, -0.05, -0.27, -0.04, -0.01, -0.29, -0.07, 0.08, 0.07, 0.07, 0.06, 0.08, 0.08, 0.11, 0.07, 0.08, 0.08, 0.12, 0.08, 0.06, 0.06, 0.02, 0.09, 0.09, 0.12, 0.07, 0.08, 0.08, 0.12, 0.08, 0.07, 0.06]}

{"formula": "C26H33O5Pt", "method": "ωB97M-V/def2-TZVPD", "e_tot_ha": -1505.512731, "total_charge": 1, "orbital_gap_ha": [0.2972, 0.1978], "spin_multiplicity": 5, "species": ["O", "C", "C", "H", "H", "C", "H", "H", "C", "H", "H", "H", "C", "H", "H", "H", "Pt", "C", "C", "C", "H", "C", "C", "H", "H", "H", "H", "C", "C", "C", "H", "C", "C", "H", "H", "H", "H", "O", "C", "C", "H", "H", "C", "H", "H", "C", "H", "H", "H", "H", "O", "C", "C", "C", "C", "C", "C", "C", "O", "O", "H", "H", "H", "H", "H"], "coordinates": [[-0.833370, -0.797003, -3.856066], [-0.768305, 0.474689, -4.622959], [-0.434506, -0.112187, -5.974434], [0.081191, 1.099898, -4.321737], [-1.727628, 1.031752, -4.619589], [-0.448256, -1.417261, -5.138126], [0.481865, 0.213184, -6.453857], [-1.253782, 0.039507, -6.676275], [0.854010, -2.173574, -5.011289], [1.631946, -1.550420, -4.560717], [1.216238, -2.497611, -5.996085], [0.700992, -3.066255, -4.385920], [-1.524258, -2.240012, -5.809338], [-2.418686, -1.653810, -6.020240], [-1.824309, -3.116778, -5.233587], [-1.158077, -2.589245, -6.780165], [-1.288624, -1.456176, 0.265413], [-2.982337, -1.443582, 2.913792], [-2.707674, -0.054228, 2.821389], [-2.686432, 0.367892, 1.486770], [-2.697252, 0.629131, 3.668211], [-3.152584, -0.775362, 0.667406], [-3.200894, -1.954823, 1.615791], [-3.634911, -2.922666, 1.379181], [-3.049543, -2.006214, 3.844075], [-2.552048, 1.391705, 1.123882], [-3.808513, -0.716771, -0.208031], [0.514955, -2.374466, 2.490496], [-0.386516, -3.140786, 1.697789], [0.063925, -3.034290, 0.301254], [-1.116095, -3.856880, 2.056359], [1.026753, -1.905477, 0.286421], [1.374629, -1.651321, 1.652249], [2.269515, -1.122541, 1.987253], [0.585933, -2.476150, 3.560426], [-0.093199, -3.762471, -0.493925], [1.597813, -1.591441, -0.585455], [1.830998, 1.288981, -3.446991], [1.466303, 0.594403, -2.205997], [0.192817, 1.246012, -1.591668], [2.266954, 0.721263, -1.456018], [1.363645, -0.478915, -2.432542], [0.395151, 2.725830, -2.063314], [0.171679, 1.096658, -0.495489], [-0.734311, 0.830642, -2.018521], [1.399736, 2.689555, -3.251983], [0.886095, 3.288944, -1.232076], [-0.578983, 3.192896, -2.281477], [2.335837, 3.246586, -3.031107], [0.961614, 3.108871, -4.187907], [1.869730, 3.134409, 3.548573], [1.866497, 2.667548, 4.731192], [2.537957, 3.283784, 5.858349], [2.345295, 2.838319, 7.161120], [1.545658, 1.707077, 7.437551], [0.924586, 1.022222, 6.373540], [1.091158, 1.438610, 5.055636], [0.338425, 0.693108, 3.992742], [-0.386847, -0.251083, 4.272459], [0.505774, 1.109742, 2.730223], [1.077565, 1.946629, 2.804974], [3.156583, 4.154910, 5.620245], [2.824679, 3.397309, 7.976214], [1.419862, 1.359811, 8.476786], [0.273570, 0.157922, 6.585111]], "forces_ev_per_a": [[0.232, 0.923, -2.249], [-0.216, 1.787, 0.598], [-0.076, 0.077, 0.899], [-0.806, -0.348, 0.406], [0.454, -0.356, 0.384], [-0.155, -0.942, -1.655], [0.298, -0.040, 0.312], [0.122, -0.558, -0.074], [0.133, -0.111, 0.105], [-0.104, -0.016, -0.021], [-0.165, 0.046, 0.218], [0.090, 0.200, -0.127], [-0.513, -0.910, 0.437], [0.001, 0.051, 0.222], [0.019, -0.108, 0.094], [0.102, 0.056, 0.143], [1.278, 0.005, 1.328], [0.251, 0.601, 0.188], [-0.341, 1.220, -0.534], [-1.160, -0.360, 1.296], [0.518, -0.354, -0.231], [-1.126, -1.945, 0.754], [-0.505, 1.716, -2.413], [0.188, 0.269, -0.024], [0.058, 0.146, -0.302], [0.009, -0.535, 0.204], [0.295, 0.146, 0.328], [-0.980, -1.009, 0.035], [0.803, -0.407, -1.165], [-0.162, 0.235, 0.664], [0.266, 0.105, -0.017], [0.373, -0.876, 0.889], [0.731, 0.495, -1.802], [-0.584, 0.121, -0.191], [-0.065, 0.315, 0.069], [0.121, 0.196, 0.277], [-0.188, -0.111, 0.334], [-1.136, 0.569, 1.732], [0.089, 0.068, -0.124], [0.602, 0.072, -1.099], [0.070, -0.005, -0.342], [-0.054, 0.505, -0.126], [0.339, 0.052, 1.080], [0.081, 0.313, -0.440], [0.394, 0.029, 0.077], [0.520, -0.356, -0.079], [-0.564, -0.262, -0.602], [0.563, -0.051, -0.112], [-0.730, -0.089, -0.045], [0.360, -0.612, 0.521], [0.345, -0.538, 1.615], [-0.635, -0.731, -0.364], [-0.044, 0.335, 0.207], [0.301, 0.370, -0.475], [0.202, 0.201, 0.017], [-0.080, -0.062, -0.531], [-0.175, 0.368, 0.619], [-0.549, -0.674, -0.118], [0.925, 0.717, -0.279], [0.295, 0.340, 0.910], [-0.351, -0.339, -0.328], [-0.228, -0.298, 0.251], [-0.227, -0.403, -0.374], [0.028, 0.249, -0.707], [0.462, 0.509, -0.262]], "lowdin_charge": [-0.09, -0.16, -0.08, 0.08, 0.13, -0.56, 0.12, 0.11, -0.01, 0.08, 0.10, 0.09, -0.04, 0.09, 0.08, 0.10, 1.07, -0.04, -0.10, -0.08, 0.12, -0.32, -0.14, 0.11, 0.13, 0.12, 0.11, -0.03, -0.14, -0.24, 0.11, -0.14, -0.05, 0.13, 0.12, 0.12, 0.09, -0.19, -0.20, -0.18, 0.12, 0.09, -0.15, 0.08, 0.08, -0.17, 0.11, 0.11, 0.12, 0.12, 0.07, -0.29, 0.05, -0.04, -0.01, 0.01, -0.02, -0.46, 0.05, 0.09, 0.08, 0.13, 0.12, 0.13, 0.13]}